Below is a molecular structure, C17H16Cl2Pd at a distorted geometry, with properties calculated with wB97M-V/def2-TZVPD.

Atoms and positions in Å:
1 Pd 0.7925 -0.3870 -0.5593
2 Cl 0.1172 2.8326 1.1202
3 Cl 2.8667 1.3003 -0.0892
4 C 2.0249 -2.0288 -0.7993
5 C 0.1478 -0.2549 -3.4100
6 C -2.4726 0.1192 3.5889
7 C 0.5834 -1.7326 0.9732
8 C -1.5158 0.7002 1.4161
9 C -1.0958 2.1009 3.3903
10 C -1.3281 0.4910 -0.0070
11 C -2.2990 -0.1513 2.2351
12 C -0.8942 1.8129 2.0456
13 C -0.1793 0.9874 -2.7894
14 C -1.8895 1.2490 4.1700
15 C 2.1305 0.7466 -2.7807
16 C 1.5660 -0.3935 -3.4103
17 C 1.9506 -1.6432 0.5740
18 C 0.7094 -2.3535 -1.2428
19 C 1.0466 1.6174 -2.3901
20 C -0.1851 -2.1561 -0.1547
21 H 0.1966 -1.4988 1.9593
22 H 0.4282 -2.6820 -2.2357
23 H -1.1709 1.4285 -2.7135
24 H -0.5671 -0.9155 -3.9057
25 H -1.2642 -2.2614 -0.2103
26 H 2.9253 -2.0468 -1.4054
27 H -1.3715 1.4146 -0.5880
28 H 2.1386 -1.1704 -3.9186
29 H -2.7804 -1.0212 1.7779
30 H 3.1900 0.9604 -2.6881
31 H -2.0475 1.4735 5.2242
32 H 2.7672 -1.2665 1.1766
33 H -3.0790 -0.5563 4.1981
34 H -0.6372 2.9903 3.8169
35 H 1.1453 2.5964 -1.9357
36 H -1.9494 -0.3016 -0.4330

Its multiplicity is 3. Its energy above the lowest of the compared OMol25 structures with the same formula, charge and spin is 0.0 kJ/mol. Its HOMO-LUMO gap (alpha / beta) is 4.429 / 4.926 eV. The charge is -2.